No. 1
11
Properties=species:S:1:pos:R:3 method="wB97M-V/def2-TZVPD" homo_lumo_gap_ev=9.97 smiles=ClP(Cl)c1ccsc1 e_homo_ev=-9.424 e_tot_ev=-49366.10874 e_above_lowest_kj_mol=0.0
Cl -2.286 1.403 1.644
Cl -0.292 3.051 -0.051
S 1.616 -1.686 -0.579
P -0.298 1.729 1.490
C -0.644 -0.472 -0.611
C 0.048 -1.397 -1.238
C 0.184 0.195 0.483
C 1.415 -0.404 0.578
H -0.340 -1.987 -2.186
H 2.123 -0.429 1.387
H -1.526 -0.001 -0.918

---

No. 2
82
Properties=species:S:1:pos:R:3 method="wB97M-V/def2-TZVPD" homo_lumo_gap_ev=7.29 e_homo_ev=-18.354 e_tot_ev=-38893.26705 total_charge=+4
O 14.550 4.467 12.577
O 8.555 0.079 17.331
O 13.744 1.104 10.776
N 2.042 -4.054 6.877
N 7.008 -0.093 9.771
N 12.804 -1.546 11.022
N 9.257 -0.821 15.311
N 12.473 2.993 13.174
C 10.442 -1.399 16.077
C 5.249 -1.645 10.065
C 6.953 -0.237 8.435
C 0.932 -4.797 6.237
C 7.324 0.835 15.427
C 1.773 -3.246 7.916
C 13.660 2.947 14.109
C 6.256 -0.851 10.585
C 14.917 3.355 13.347
C 13.777 1.669 14.882
C 14.230 -1.156 11.246
C 14.594 0.041 10.407
C 4.326 -3.432 6.941
C 7.876 0.979 10.377
C 13.584 2.097 9.757
C 5.172 -1.839 8.690
C 3.298 -4.180 6.419
C 15.661 5.150 12.003
C 4.080 -2.619 8.044
C 2.776 -2.538 8.534
C 6.080 -1.147 7.885
C 8.405 0.116 16.160
C 15.174 -2.338 11.172
B 10.548 0.442 12.884
H 0.194 -5.101 6.972
H 16.470 5.307 12.722
H 12.180 2.075 12.800
H 7.445 1.930 10.068
H 0.733 -3.155 8.198
H 0.513 -4.175 5.448
H 13.066 2.950 10.190
H 13.514 3.771 14.812
H 11.686 3.462 13.617
H 6.514 -0.884 11.633
H 5.986 -1.171 6.807
H 15.669 3.598 14.102
H 10.605 1.191 11.948
H 6.339 0.375 15.436
H 12.753 3.600 12.392
H 15.045 -3.030 12.007
H 15.339 6.140 11.693
H 14.302 -0.770 12.267
H 14.734 1.678 15.409
H 3.402 -4.830 5.560
H 5.324 -3.504 6.532
H 7.293 1.878 15.736
H 15.055 -2.880 10.233
H 11.178 -1.609 15.296
H 9.985 1.172 13.659
H 14.595 -0.144 9.324
H 9.878 -0.535 12.687
H 14.578 2.422 9.448
H 8.827 0.774 9.897
H 15.642 0.286 10.615
H 12.582 -1.816 10.064
H 13.019 1.462 15.636
H 12.993 1.735 8.914
H 7.592 0.892 14.361
H 4.661 -2.216 10.772
H 1.335 -5.700 5.782
H 16.205 -2.010 11.302
H 8.685 -1.582 14.947
H 12.186 -0.768 11.306
H 10.890 -0.611 16.668
H 2.526 -1.751 9.233
H 16.080 4.619 11.145
H 10.130 -2.357 16.470
H 9.707 -0.345 14.477
H 12.446 -2.262 11.660
H 7.893 1.014 11.459
H 13.829 0.766 14.265
H 15.254 2.511 12.728
H 11.638 0.194 13.318
H 7.595 0.429 7.876

---

No. 3
54
Properties=species:S:1:pos:R:3 method="wB97M-V/def2-TZVPD" homo_lumo_gap_ev=8.19 smiles="COc1cc(/C=C/C(=O)OCC(=O)NC(=O)NC(C)(C)C)cc(OC)c1OC" e_homo_ev=-8.229 e_tot_ev=-37437.56446 e_above_lowest_kj_mol=0.0
O 3.822 4.368 3.955
O -0.719 -1.724 -2.397
O 5.156 3.271 1.647
O 1.496 3.143 4.795
O 1.220 -2.203 -0.513
O -0.762 -2.449 0.501
O -3.048 -5.032 -3.258
N -2.997 -2.750 -3.409
N -1.276 -3.931 -2.390
C -5.416 -3.062 -3.266
C 3.986 2.805 2.157
C 0.816 -3.252 -1.368
C -0.480 -2.873 -2.096
C 2.101 2.654 3.670
C -4.393 -0.997 -4.265
C 3.483 1.702 1.473
C -2.539 -3.952 -3.060
C 3.290 3.306 3.270
C 1.831 -0.050 1.074
C 2.298 1.080 1.845
C -4.225 -3.193 -5.475
C 1.612 1.575 2.958
C -4.260 -2.510 -4.105
C 5.728 4.490 2.068
C 0.287 -1.851 0.402
C 0.310 2.536 5.246
C 2.962 5.378 4.445
C 0.690 -0.734 1.249
H 6.019 4.461 3.119
H 4.046 1.352 0.622
H -1.002 -4.854 -2.080
H -3.399 -2.806 -6.069
H 0.705 1.089 3.272
H 2.145 5.582 3.749
H -5.430 -2.590 -2.286
H -6.363 -2.872 -3.763
H 1.621 -3.368 -2.097
H 0.469 1.486 5.508
H 0.023 3.089 6.139
H 0.684 -4.177 -0.795
H 6.615 4.611 1.445
H -4.401 -0.511 -3.292
H -5.296 -4.134 -3.135
H -3.563 -0.600 -4.846
H -5.155 -3.015 -6.009
H 2.548 5.116 5.420
H -0.030 -0.493 2.017
H -4.092 -4.264 -5.347
H -2.427 -1.949 -3.155
H -5.320 -0.756 -4.779
H 3.586 6.267 4.543
H -0.490 2.611 4.502
H 2.480 -0.354 0.264
H 5.052 5.332 1.900